Record 1
Here is a molecular structure, C15H38N6O11PS2 in a non-equilibrium geometry from the OMol25 dataset. Energies are from the ωB97M-V functional and the def2-TZVPD basis.

Calculated values
Charge: -1
HOMO level: -6.102 eV

Atoms and positions in Å:
O -0.821 3.326 -3.561
P -1.462 2.053 -3.142
S -0.351 0.258 -3.770
O -1.376 -0.685 -4.186
O 0.524 0.763 -4.797
N 0.381 -0.416 -2.534
S 1.093 0.431 -1.399
O 1.464 1.754 -1.824
O 0.430 0.289 -0.134
O 2.453 -0.414 -1.197
H -2.742 1.900 -3.689
H -1.589 1.910 -1.748
H 2.977 -0.273 -1.997
C -3.383 -0.550 -1.907
O -3.963 0.518 -2.076
N -3.020 -1.044 -0.719
C -2.248 -2.269 -0.634
C -3.347 -0.311 0.488
H -3.028 -1.151 -2.755
H -2.754 -3.013 -0.016
H -1.275 -2.059 -0.196
H -2.105 -2.670 -1.633
H -4.429 -0.202 0.591
H -2.912 0.690 0.455
H -2.941 -0.850 1.341
C 0.355 -1.742 2.108
O -0.847 -1.945 2.169
N 0.984 -0.708 2.689
C 2.412 -0.496 2.560
C 0.196 0.242 3.450
H 1.032 -2.392 1.529
H 2.883 -0.495 3.544
H 2.609 0.458 2.066
H 2.836 -1.292 1.949
H -0.313 -0.255 4.278
H -0.561 0.703 2.815
H 0.859 1.009 3.844
C -4.481 7.176 -2.828
O -5.656 7.508 -2.787
N -3.971 6.078 -2.250
C -2.561 5.737 -2.329
C -4.867 5.196 -1.523
H -3.720 7.773 -3.359
H -2.403 4.766 -2.796
H -2.124 5.707 -1.328
H -2.036 6.487 -2.918
H -5.650 4.816 -2.179
H -5.348 5.729 -0.702
H -4.295 4.358 -1.130
C -0.251 -4.877 -3.154
O -0.650 -4.345 -2.136
N 0.458 -4.231 -4.099
C 0.921 -4.886 -5.298
C 0.737 -2.810 -3.899
H -0.452 -5.936 -3.397
H 2.011 -4.843 -5.369
H 0.499 -4.413 -6.187
H 0.616 -5.932 -5.283
H 1.309 -2.654 -2.986
H -0.185 -2.235 -3.814
H 1.303 -2.439 -4.751
C 3.848 -0.950 6.482
O 3.514 -0.075 5.706
N 5.089 -1.069 6.999
C 5.443 -2.128 7.917
C 6.091 -0.093 6.609
H 3.154 -1.733 6.829
H 5.774 -1.721 8.875
H 6.244 -2.747 7.508
H 4.574 -2.760 8.091
H 5.776 0.914 6.887
H 6.243 -0.108 5.530
H 7.028 -0.330 7.110



Record 2
Here is a molecular structure, C15H39ClI2IrP3 in a non-equilibrium geometry from the OMol25 dataset. Energies are from the ωB97M-V functional and the def2-TZVPD basis.

Calculated values
Charge: +2
Spin multiplicity: 5
HOMO level (alpha / beta): -14.878 / -15.059 eV
Relative energy (zero: lowest compared OMol25 entry of this formula, charge and spin): 0.0 kJ/mol

Atoms and positions in Å:
I 1.464 -1.264 -4.254
I 0.082 3.190 -2.356
Ir 0.049 1.205 -0.634
P -2.302 1.627 -0.747
C -3.003 1.226 -2.388
C -3.493 0.863 0.437
H -4.478 1.313 0.257
H -3.895 3.430 -0.561
H -3.181 1.096 1.460
H -2.493 3.691 0.525
H -2.577 0.297 -2.777
H -3.572 -0.217 0.299
C -2.802 3.374 -0.479
H -4.091 1.111 -2.297
H -2.334 4.031 -1.222
H -2.773 2.045 -3.080
P 2.390 1.731 -0.736
C 3.254 1.423 -2.307
C 2.817 3.501 -0.445
H 2.939 1.014 1.505
H 4.375 1.616 0.640
H 3.752 -0.023 0.277
C 3.472 0.997 0.549
H 2.516 3.784 0.567
H 3.905 3.620 -0.560
H 4.302 1.154 -2.113
H 3.203 2.328 -2.931
H 2.302 4.147 -1.162
H 2.766 0.599 -2.860
Cl 0.052 2.833 1.139
C -0.883 -1.501 -1.956
C -1.278 -1.750 -0.507
C -1.475 -3.237 -0.213
P -0.118 -0.762 0.583
C -0.980 -0.755 2.231
C -1.204 -2.113 2.919
C -0.336 0.209 3.231
C 1.513 -1.626 0.759
C 1.567 -2.855 1.671
C 2.160 -1.962 -0.588
H -0.057 -2.160 -2.258
H -0.548 -0.454 -2.132
H -1.727 -1.714 -2.623
H -2.247 -1.260 -0.327
H -0.531 -3.775 -0.045
H -2.147 -3.412 0.637
H -1.963 -3.700 -1.083
H -1.971 -0.345 1.974
H -0.421 -2.327 3.659
H -2.151 -2.056 3.472
H -1.274 -2.968 2.242
H -0.229 1.217 2.808
H -0.989 0.283 4.116
H 0.651 -0.164 3.546
H 2.118 -0.847 1.245
H 0.872 -3.649 1.375
H 2.582 -3.274 1.609
H 1.394 -2.604 2.722
H 1.982 -1.207 -1.366
H 3.253 -2.057 -0.469
H 1.791 -2.918 -0.979



Record 3
Here is a molecular structure, C15H39ClI2MnP3 in a non-equilibrium geometry from the OMol25 dataset. Energies are from the ωB97M-V functional and the def2-TZVPD basis.

Calculated values
Charge: +2
Spin multiplicity: 5
HOMO level (alpha / beta): -14.759 / -14.238 eV
Relative energy (zero: lowest compared OMol25 entry of this formula, charge and spin): 375.7 kJ/mol

Atoms and positions in Å:
I -0.028 0.820 -0.242
I 0.127 -2.028 -1.321
Mn 0.192 -0.230 -5.126
P -2.038 -0.180 -3.562
C -2.600 -0.162 -1.822
C -2.913 1.310 -4.206
H -3.964 1.106 -4.219
H -3.999 -1.499 -4.090
H -2.583 1.582 -5.200
H -2.676 -1.958 -5.139
H -2.239 0.743 -1.332
H -2.720 2.165 -3.579
C -2.939 -1.660 -4.137
H -3.672 -0.220 -1.798
H -2.664 -2.483 -3.499
H -2.147 -0.969 -1.265
P 2.354 -0.321 -3.570
C 2.872 -0.368 -1.825
C 3.266 -1.802 -4.181
H 2.828 1.395 -5.256
H 4.208 1.142 -4.235
H 2.834 2.035 -3.643
C 3.130 1.180 -4.238
H 2.957 -2.103 -5.177
H 4.322 -1.591 -4.204
H 3.935 -0.239 -1.827
H 2.526 -1.279 -1.304
H 3.080 -2.638 -3.511
H 2.467 0.477 -1.278
Cl 0.196 -0.118 -7.458
C -0.423 3.097 2.462
C 0.557 1.886 2.716
C 1.138 1.967 4.082
P -0.285 0.204 2.194
C 0.836 -1.288 2.250
C 2.148 -1.152 3.103
C 0.129 -2.598 2.717
C -1.639 -0.196 3.397
C -1.066 -0.435 4.851
C -2.769 0.824 3.426
H -1.092 3.352 3.301
H -1.182 2.965 1.641
H 0.218 3.990 2.282
H 1.323 1.927 1.910
H 0.365 2.281 4.767
H 1.615 1.062 4.458
H 1.857 2.763 4.101
H 1.080 -1.348 1.198
H 1.919 -1.092 4.185
H 2.801 -1.994 2.937
H 2.687 -0.157 2.850
H 0.795 -3.423 2.503
H -0.195 -2.668 3.733
H -0.832 -2.728 2.137
H -2.075 -1.108 3.053
H -0.489 0.456 5.161
H -1.885 -0.662 5.550
H -0.353 -1.274 4.928
H -2.412 1.799 3.829
H -3.590 0.507 4.106
H -3.294 0.941 2.415



Record 4
Here is 6 unconnected molecules or ions with the total composition C15H40ClO19S5 in a non-equilibrium geometry from the OMol25 dataset. Energies are from the ωB97M-V functional and the def2-TZVPD basis.

Calculated values
Charge: -1
HOMO level: -5.634 eV
Relative energy (zero: lowest compared OMol25 entry of this formula, charge and spin): 532.9 kJ/mol

Atoms and positions in Å:
Cl -2.452 1.537 -1.864
O -1.450 1.464 -2.866
O -3.574 0.780 -2.333
O -2.087 0.771 -0.635
O -2.758 2.898 -1.542
O 2.966 -6.624 0.388
S 3.470 -5.620 1.206
O 3.804 -5.892 2.634
O 4.861 -4.980 0.683
C 5.505 -4.026 1.467
C 5.580 -2.681 0.682
C 2.300 -4.119 1.205
H 6.471 -4.481 1.686
H 4.953 -3.816 2.383
H 6.135 -2.913 -0.227
H 6.136 -2.017 1.343
H 4.602 -2.257 0.453
H 1.374 -4.285 1.754
H 1.837 -3.838 0.259
H 2.784 -3.177 1.465
O 6.762 3.880 -2.034
S 5.529 3.654 -2.745
O 5.052 4.774 -3.567
O 5.742 2.322 -3.686
C 4.707 2.115 -4.584
C 4.220 0.659 -4.412
C 4.325 3.054 -1.519
H 4.889 2.326 -5.638
H 3.919 2.841 -4.384
H 4.915 -0.080 -4.809
H 3.213 0.529 -4.809
H 3.872 0.476 -3.395
H 3.892 3.861 -0.927
H 4.677 2.202 -0.937
H 3.445 2.706 -2.059
O 2.043 7.727 -11.632
S 2.905 7.600 -10.418
O 3.625 8.818 -9.994
O 2.041 6.929 -9.135
C 2.293 7.461 -7.882
C 1.255 7.002 -6.925
C 4.025 6.135 -10.698
H 2.553 8.518 -7.823
H 3.217 6.943 -7.624
H 0.977 6.001 -7.253
H 0.291 7.462 -7.142
H 1.611 7.089 -5.898
H 4.993 6.539 -10.993
H 3.694 5.408 -11.440
H 4.062 5.665 -9.715
O -10.387 -1.738 2.206
S -9.772 -1.393 3.477
O -9.588 -0.036 3.954
O -10.630 -2.193 4.642
C -10.260 -2.107 6.021
C -10.747 -3.289 6.808
C -8.080 -2.238 3.416
H -10.759 -1.146 6.141
H -9.175 -2.050 6.104
H -10.284 -4.167 6.356
H -11.824 -3.420 6.701
H -10.398 -3.134 7.829
H -8.069 -2.630 2.399
H -8.174 -3.079 4.102
H -7.204 -1.592 3.490
O -2.465 -5.039 8.636
S -2.147 -4.676 7.268
O -3.061 -5.031 6.202
O -2.098 -3.018 7.379
C -1.443 -2.167 6.378
C 0.041 -2.018 6.736
C -0.409 -5.254 6.856
H -2.003 -1.244 6.532
H -1.482 -2.583 5.372
H 0.469 -1.085 6.370
H 0.645 -2.770 6.228
H 0.276 -2.048 7.800
H 0.059 -4.804 5.981
H -0.397 -6.342 6.792
H 0.166 -5.053 7.760



Record 5
Here is 7 unconnected molecules or ions with the total composition C15H40IN13O11S in a non-equilibrium geometry from the OMol25 dataset. Energies are from the ωB97M-V functional and the def2-TZVPD basis.

Calculated values
Charge: 0
HOMO level: -9.088 eV

Atoms and positions in Å:
C 6.113 -5.775 1.370
C 5.537 -5.205 0.041
C 5.696 -3.683 -0.058
C 4.488 -2.765 0.325
C 5.007 -1.521 1.072
C 4.966 -1.617 2.580
O 5.459 -2.494 3.250
I 3.963 0.046 3.565
O 4.029 -2.192 -0.943
S 2.850 -3.083 -1.580
O 1.733 -2.216 -1.703
O 3.322 -3.822 -2.693
O 2.665 -4.040 -0.340
C 3.208 -3.401 0.850
C 3.284 -4.423 1.975
C 2.156 -2.313 1.301
N 0.805 -2.744 0.981
H 5.457 -6.526 1.794
H 6.176 -4.982 2.109
H 7.094 -6.194 1.191
H 4.509 -5.527 -0.046
H 6.080 -5.682 -0.766
H 6.556 -3.415 0.546
H 5.951 -3.426 -1.078
H 4.410 -0.670 0.771
H 6.023 -1.300 0.767
H 4.237 -4.376 2.484
H 3.212 -5.420 1.550
H 2.487 -4.297 2.695
H 2.243 -2.165 2.376
H 2.352 -1.359 0.819
H 0.152 -2.060 1.336
H 0.594 -3.591 1.494
C -0.986 0.868 -1.344
O -1.907 0.137 -0.973
N -1.131 2.210 -1.465
N 0.240 0.354 -1.641
H -0.401 2.814 -1.791
H -2.040 2.607 -1.237
H 0.356 -0.642 -1.556
H 1.024 0.913 -1.916
C -0.604 -1.620 4.308
O 0.313 -2.328 3.914
N -1.301 -1.898 5.448
N -1.006 -0.502 3.634
H -2.057 -1.334 5.786
H -1.030 -2.713 5.964
H -0.512 -0.266 2.794
H -1.762 0.088 3.931
C -4.630 2.945 -2.512
O -3.655 3.362 -1.892
N -4.815 1.613 -2.728
N -5.576 3.775 -3.019
H -5.596 1.239 -3.229
H -4.126 0.984 -2.345
H -5.462 4.761 -2.860
H -6.376 3.454 -3.529
C -3.912 0.247 2.994
O -4.367 0.853 3.950
N -4.172 -1.082 2.780
N -3.099 0.827 2.064
H -3.810 -1.597 2.000
H -4.766 -1.545 3.440
H -2.886 1.799 2.182
H -2.714 0.336 1.275
C -1.406 4.167 -5.043
O -1.511 5.266 -4.524
N -0.623 3.958 -6.151
N -2.047 3.062 -4.565
H -0.518 3.067 -6.595
H -0.138 4.751 -6.524
H -2.625 3.183 -3.748
H -1.966 2.153 -4.977
C -5.265 7.444 -0.823
O -6.123 6.738 -0.323
N -5.465 8.779 -1.062
N -4.041 6.963 -1.194
H -4.776 9.377 -1.473
H -6.353 9.162 -0.803
H -3.861 5.986 -1.035
H -3.329 7.523 -1.621



Record 6
Here is 3 unconnected molecules or ions with the total composition C15H40N2OP from the OMol25 dataset. Energies are from the ωB97M-V functional and the def2-TZVPD basis.

Calculated values
Charge: +1
HOMO level: -12.986 eV
Relative energy (zero: lowest compared OMol25 entry of this formula, charge and spin): 0.0 kJ/mol

Atoms and positions in Å:
C 2.425 1.475 0.673
C 1.422 0.420 1.137
C 0.946 0.631 2.565
N 1.960 0.158 3.536
N 2.826 1.222 3.990
P 4.325 0.377 4.616
O 3.953 -0.478 5.735
H 2.497 1.505 -0.415
H 2.134 2.481 0.994
H 3.438 1.267 1.042
H 0.550 0.384 0.483
H 1.885 -0.569 1.104
H 0.020 0.097 2.779
H 0.737 1.694 2.753
H 1.568 -0.289 4.357
H 2.409 1.814 4.721
H 3.019 1.819 3.178
H 5.110 1.515 4.854
H 4.723 -0.157 3.386
C -2.518 -3.686 -1.827
C -1.792 -2.570 -1.087
C -0.276 -2.601 -1.276
C 0.406 -3.881 -0.792
C 0.142 -4.240 0.670
C 0.580 -3.156 1.648
H -2.218 -4.672 -1.467
H -3.598 -3.607 -1.700
H -2.304 -3.646 -2.897
H -2.036 -2.621 -0.020
H -2.165 -1.604 -1.435
H 0.166 -1.738 -0.767
H -0.048 -2.467 -2.338
H 1.486 -3.776 -0.942
H 0.099 -4.719 -1.422
H 0.669 -5.168 0.899
H -0.920 -4.453 0.818
H 1.641 -2.926 1.516
H 0.430 -3.465 2.684
H 0.013 -2.235 1.487
C -2.242 1.326 -0.184
C -1.336 1.258 -1.408
C -0.592 2.562 -1.690
C -1.492 3.764 -1.982
C -2.467 3.562 -3.141
C -1.783 3.267 -4.470
H -3.032 2.068 -0.307
H -2.721 0.366 0.013
H -1.672 1.608 0.709
H -1.922 0.963 -2.282
H -0.603 0.457 -1.273
H 0.093 2.405 -2.528
H 0.039 2.805 -0.825
H -0.855 4.627 -2.201
H -2.056 4.028 -1.083
H -3.076 4.464 -3.239
H -3.167 2.756 -2.902
H -1.090 4.068 -4.738
H -2.511 3.174 -5.275
H -1.214 2.336 -4.436



Record 7
Here is 4 unconnected molecules or ions with the total composition C15H40NO3 from the OMol25 dataset. Energies are from the ωB97M-V functional and the def2-TZVPD basis.

Calculated values
Charge: +1
HOMO level: -12.375 eV

Atoms and positions in Å:
C -0.664 1.000 -1.610
C -0.213 -0.199 -0.768
C 1.292 -0.280 -0.491
C 1.849 0.533 0.697
C 1.275 1.933 0.931
C -0.045 2.004 1.688
N -0.066 1.083 2.892
H -1.515 0.717 -2.221
H 0.127 1.340 -2.273
H -0.953 1.858 -1.009
H -0.764 -0.268 0.174
H -0.485 -1.081 -1.333
H 1.834 -0.067 -1.408
H 1.509 -1.325 -0.273
H 1.798 -0.108 1.579
H 2.911 0.675 0.512
H 1.138 2.469 -0.001
H 1.997 2.510 1.510
H -0.187 3.014 2.058
H -0.909 1.764 1.086
H -0.368 1.581 3.732
H 0.852 0.679 3.094
H -0.738 0.328 2.740
C -1.249 -4.795 -4.220
C -1.684 -3.562 -3.446
C -2.726 -2.757 -4.206
O -0.549 -2.742 -3.137
H -0.797 -4.507 -5.172
H -0.505 -5.359 -3.658
H -2.096 -5.449 -4.428
H -2.093 -3.864 -2.481
H -2.317 -2.407 -5.158
H -3.026 -1.877 -3.633
H -3.613 -3.354 -4.413
H -0.156 -2.458 -3.971
C 4.504 2.320 3.903
C 4.887 3.377 2.876
C 5.710 2.785 1.741
O 5.591 4.440 3.502
H 5.396 1.883 4.358
H 3.915 2.763 4.708
H 3.924 1.513 3.445
H 3.981 3.831 2.466
H 6.643 2.366 2.125
H 5.970 3.556 1.016
H 5.166 1.990 1.224
H 6.407 4.084 3.875
C -3.804 -1.255 1.326
C -4.105 -1.455 -0.155
C -4.291 -0.126 -0.871
O -5.246 -2.286 -0.319
H -4.634 -0.744 1.821
H -3.663 -2.215 1.823
H -2.899 -0.652 1.462
H -3.280 -2.002 -0.617
H -5.139 0.425 -0.457
H -4.491 -0.285 -1.931
H -3.396 0.492 -0.773
H -6.006 -1.838 0.071



What is the charge in the sixth record? +1



charge of number 7 (C15H40NO3)? +1